This record from OMol25 describes C42H48N8O4S4Tl as an isolated structure. The level of theory is wB97M-V/def2-TZVPD.

Each line ends with the Löwdin charge.
Cartesian coordinates (Å):
Tl (0.795, -1.059, 2.597)  1.01
N (1.814, -2.558, 1.073)  -0.17
C (3.018, -3.052, 1.744)  -0.16
C (3.903, -1.880, 2.135)  -0.16
N (3.259, -1.038, 3.160)  -0.21
C (3.749, 0.346, 3.076)  -0.17
C (2.935, 1.352, 3.879)  -0.21
N (1.518, 1.253, 3.525)  0.00
C (3.444, -1.645, 4.493)  -0.14
C (2.322, -1.394, 5.504)  -0.20
N (1.023, -1.618, 4.889)  -0.01
H (1.069, -3.271, 1.054)  0.08
H (2.632, -2.845, -0.736)  0.09
H (3.574, -3.727, 1.086)  0.14
H (2.675, -3.631, 2.601)  0.11
H (4.072, -1.271, 1.247)  0.12
H (4.877, -2.238, 2.484)  0.14
H (3.712, 0.633, 2.022)  0.12
H (4.799, 0.399, 3.391)  0.14
H (3.347, 2.346, 3.681)  0.13
H (3.050, 1.182, 4.946)  0.10
H (1.318, 1.724, 2.647)  0.05
H (0.918, 1.675, 4.224)  0.09
H (4.400, -1.319, 4.919)  0.14
H (3.513, -2.724, 4.348)  0.13
H (2.352, -0.384, 5.905)  0.10
H (2.494, -2.068, 6.347)  0.13
H (0.255, -1.215, 5.413)  0.11
H (0.799, -2.608, 4.726)  0.07
N (0.210, 0.404, 1.093)  -0.36
S (-0.887, 1.269, 0.621)  0.74
N (-0.778, 1.852, -0.851)  -0.36
S (-1.214, 0.902, -2.092)  0.76
N (-0.952, -0.548, -2.133)  -0.35
S (0.767, -1.472, -1.109)  1.15
N (2.171, -2.089, -0.232)  -0.21
C (0.370, -2.956, -2.022)  -0.38
C (-0.904, -3.467, -1.838)  -0.08
C (-1.222, -4.687, -2.414)  -0.04
C (-0.281, -5.373, -3.166)  -0.06
C (0.993, -4.850, -3.342)  -0.06
C (1.328, -3.637, -2.762)  -0.09
C (1.821, -0.497, -2.180)  -0.38
C (1.729, -0.566, -3.560)  -0.08
C (2.555, 0.239, -4.329)  -0.06
C (3.435, 1.123, -3.721)  -0.07
C (3.488, 1.209, -2.337)  -0.07
C (2.682, 0.394, -1.557)  -0.08
C (-2.954, 1.246, -2.342)  -0.32
C (-3.815, 0.170, -2.433)  -0.07
C (-5.170, 0.413, -2.620)  -0.06
C (-5.635, 1.714, -2.723)  -0.07
C (-4.753, 2.787, -2.636)  -0.06
C (-3.402, 2.556, -2.440)  -0.07
C (-0.512, 1.873, -3.427)  -0.31
C (0.328, 2.956, -3.237)  -0.07
C (0.841, 3.613, -4.349)  -0.07
C (0.510, 3.190, -5.626)  -0.07
C (-0.333, 2.097, -5.804)  -0.06
C (-0.842, 1.433, -4.703)  -0.07
C (-0.979, 2.781, 1.568)  -0.32
C (-1.429, 2.676, 2.880)  -0.09
C (-1.388, 3.791, 3.701)  -0.07
C (-0.885, 4.994, 3.216)  -0.07
C (-0.436, 5.085, 1.907)  -0.06
C (-0.486, 3.976, 1.071)  -0.05
C (-2.521, 0.595, 0.820)  -0.32
C (-3.638, 1.422, 0.885)  -0.07
C (-4.888, 0.840, 0.978)  -0.06
C (-5.012, -0.547, 1.002)  -0.05
C (-3.891, -1.357, 0.924)  -0.03
C (-2.630, -0.783, 0.825)  -0.08
H (-1.623, -2.927, -1.241)  0.09
H (-2.209, -5.104, -2.263)  0.12
H (-0.538, -6.324, -3.614)  0.11
H (1.727, -5.384, -3.930)  0.11
H (2.322, -3.227, -2.902)  0.11
H (1.006, -1.222, -4.025)  0.12
H (2.495, 0.186, -5.408)  0.12
H (4.072, 1.754, -4.326)  0.11
H (4.159, 1.912, -1.861)  0.11
H (2.705, 0.454, -0.477)  0.09
H (-3.416, -0.833, -2.348)  0.10
H (-5.860, -0.418, -2.687)  0.11
H (-6.690, 1.899, -2.875)  0.11
H (-5.120, 3.801, -2.721)  0.11
H (-2.704, 3.380, -2.364)  0.12
H (0.581, 3.270, -2.236)  0.09
H (1.499, 4.462, -4.212)  0.11
H (0.905, 3.712, -6.487)  0.11
H (-0.592, 1.767, -6.801)  0.11
H (-1.493, 0.575, -4.826)  0.12
H (-1.826, 1.735, 3.247)  0.13
H (-1.759, 3.727, 4.715)  0.11
H (-0.857, 5.864, 3.858)  0.11
H (-0.057, 6.024, 1.528)  0.11
H (-0.161, 4.035, 0.042)  0.10
H (-3.533, 2.500, 0.863)  0.12
H (-5.769, 1.466, 1.034)  0.11
H (-5.994, -0.993, 1.087)  0.11
H (-3.980, -2.435, 0.962)  0.12
H (-1.752, -1.411, 0.769)  0.06
O (-0.854, -3.283, 1.242)  -0.39
S (-0.955, -3.350, 2.716)  0.32
O (0.410, -3.707, 3.228)  -0.41
O (-1.150, -1.880, 3.201)  -0.43
O (-2.018, -4.160, 3.224)  -0.28

Properties
F_max (eV Å⁻¹): 0.75
Total charge: +1
Highest occupied orbital energy (Ha): -0.39282
HOMO-LUMO gap (eV): 8.3048
LUMO level (hartree): -0.088